ORCA calculation (ωB97M-V with the def2-TZVPD basis set) on an isolated molecule of C30H34N2O in a non-equilibrium geometry.

Last columns: bonded neighbours and bond lengths (Å).
CARTESIAN COORDINATES (ANGSTROEM)
1 C 1.3115 -2.3262 3.0013  C2 1.588, H34 1.128, H35 1.120, H36 1.124
2 C 0.6442 -0.9255 2.6607  C1 1.588, C3 1.582, N4 1.296
3 C -0.6930 -0.6372 3.4555  C2 1.582, H37 1.115, H38 1.129, H39 1.124
4 N 1.1474 -0.0573 1.8412  C2 1.296, C5 1.480
5 C 1.0588 -0.4284 0.4110  N4 1.480, C6 1.583, C14 1.595, C32 1.610
6 C 2.2276 -1.3344 -0.1551  C5 1.583, C7 1.568, H40 1.131, H41 1.122
7 C 3.5148 -0.5516 -0.5883  C6 1.568, C8 1.457, C13 1.480
8 C 3.8315 0.8282 -0.2440  C7 1.457, C9 1.481, H42 1.120
9 C 5.1122 1.3988 -0.7213  C8 1.481, C10 1.463, H43 1.123
10 C 6.0751 0.6363 -1.5165  C9 1.463, C11 1.568, C12 1.476
11 C 7.4503 1.2031 -2.0117  C10 1.568, H44 1.118, H45 1.126, H46 1.127
12 C 5.7608 -0.7620 -1.8680  C10 1.476, C13 1.455, H47 1.116
13 C 4.4940 -1.3061 -1.4027  C7 1.480, C12 1.455, H48 1.122
14 C 0.6384 0.7198 -0.6133  C5 1.595, C15 1.612, H49 1.128, H50 1.118
15 C -0.9699 0.8206 -0.5890  C14 1.612, C16 1.589, C23 1.620, N31 1.465
16 C -1.4427 2.2446 -0.0666  C15 1.589, C17 1.561, H51 1.130, H52 1.121
17 C -1.4896 2.4028 1.4853  C16 1.561, C18 1.470, C22 1.478
18 C -2.7301 2.0473 2.1894  C17 1.470, C19 1.472, H53 1.115
19 C -2.8893 2.2030 3.6441  C18 1.472, C20 1.466, H54 1.119
20 C -1.7821 2.7450 4.4369  C19 1.466, C21 1.476, H55 1.112
21 C -0.5228 3.0795 3.7428  C20 1.476, C22 1.471, H56 1.121
22 C -0.3641 2.9261 2.2880  C17 1.478, C21 1.471, H57 1.111
23 C -1.6989 0.7385 -2.0333  C15 1.620, C24 1.555, H58 1.127, H59 1.129
24 C -2.9706 -0.1565 -2.0431  C23 1.555, C25 1.461, C30 1.479
25 C -4.1040 -0.0499 -1.1270  C24 1.461, C26 1.460, H60 1.118
26 C -5.2680 -0.9312 -1.1545  C25 1.460, C27 1.465, H61 1.111
27 C -5.3440 -1.9845 -2.1694  C26 1.465, C28 1.462, H62 1.114
28 C -4.2467 -2.0971 -3.1284  C27 1.462, C29 1.575, C30 1.478
29 C -4.2991 -3.1916 -4.2602  C28 1.575, H63 1.125, H64 1.125, H65 1.120
30 C -3.0647 -1.2112 -3.0759  C24 1.479, C28 1.478, H66 1.114
31 N -1.3324 -0.3865 0.1571  C15 1.465, C32 1.441, H67 1.018
32 C -0.2515 -1.3382 0.1949  C5 1.610, N31 1.441, O33 1.204
33 O -0.3200 -2.5314 0.0522  C32 1.204
34 H 0.7032 -2.8408 3.8004  C1 1.128
35 H 1.3217 -3.0254 2.1262  C1 1.120
36 H 2.3543 -2.1152 3.3654  C1 1.124
37 H -0.8728 0.4532 3.6073  C3 1.115
38 H -0.5603 -1.1409 4.4572  C3 1.129
39 H -1.5361 -1.1733 2.9408  C3 1.124
40 H 1.8525 -1.8729 -1.0760  C6 1.131
41 H 2.5586 -2.1395 0.5529  C6 1.122
42 H 3.1278 1.4306 0.3856  C8 1.120
43 H 5.4180 2.4460 -0.4567  C9 1.123
44 H 8.0048 1.7552 -1.2130  C11 1.118
45 H 7.2245 1.8492 -2.9060  C11 1.126
46 H 8.0875 0.3235 -2.3142  C11 1.127
47 H 6.4294 -1.4235 -2.4680  C12 1.116
48 H 4.2612 -2.3752 -1.6515  C13 1.122
49 H 0.8593 0.3924 -1.6698  C14 1.128
50 H 1.1526 1.6719 -0.3323  C14 1.118
51 H -0.6759 2.9862 -0.4382  C16 1.130
52 H -2.4584 2.5164 -0.4544  C16 1.121
53 H -3.6091 1.6621 1.6222  C18 1.115
54 H -3.8684 1.9392 4.1163  C19 1.119
55 H -1.9196 2.8867 5.5309  C20 1.112
56 H 0.2925 3.4903 4.3936  C21 1.121
57 H 0.6007 3.2249 1.8244  C22 1.111
58 H -0.9444 0.2991 -2.7464  C23 1.127
59 H -1.9261 1.7805 -2.4050  C23 1.129
60 H -4.0494 0.7381 -0.3357  C25 1.118
61 H -6.0855 -0.8210 -0.4096  C26 1.111
62 H -6.2141 -2.6793 -2.1995  C27 1.114
63 H -3.3887 -3.8401 -4.1355  C29 1.125
64 H -4.2233 -2.6903 -5.2643  C29 1.125
65 H -5.1995 -3.8510 -4.1720  C29 1.120
66 H -2.2668 -1.3499 -3.8405  C30 1.114
67 H -1.9333 -0.2936 0.9731  N31 1.018

Properties
gap between HOMO and LUMO: 8.326 eV
E_HOMO: -8.0 eV
multiplicity: 1
electronic energy: -36683.786 eV
energy relative to the best compared isomer or geometry (same formula, charge and spin): 64.7 kcal per mole